Entry 1:
Computed, not measured: a 2-piece molecular cluster, Cl2H3N2OP overall, with ωB97M-V/def2-TZVPD.

Computed properties:
Structure (SMILES) = [H]/N=N/[H].OP(Cl)Cl
Net charge = 0
Calculated total energy = -1448.29583 Ha
Multiplicity = 1
Gap between HOMO and LUMO = 9.8 eV
Lowest unoccupied orbital energy = -0.012 hartree
Max |F| = 3.09 eV/A

```
9
Properties=species:S:1:pos:R:3:forces:R:3:lowdin_charge:R:1
N -0.90917 1.32498 0.58022 1.954 -2.273 -0.762 0.04
N -0.49601 0.14498 0.41139 0.251 1.053 0.364 -0.06
O 1.81849 -0.88884 -0.75909 2.245 -0.697 0.979 -0.47
P 2.67488 -0.33420 0.54335 -0.755 0.213 -1.439 0.15
Cl 4.53861 -0.67771 -0.14513 0.361 -0.241 -0.073 0.19
Cl 2.47990 1.66961 -0.07407 0.206 0.353 0.453 0.13
H -0.21903 1.79448 -0.07193 -1.312 0.503 0.469 0.02
H 0.95874 -0.53867 -0.55444 -1.865 0.366 -0.051 -0.08
H -0.83710 -0.58288 1.05837 -1.085 0.723 0.060 0.07
```
Positions in Å, forces in eV/Å.

---

Entry 2:
Computed, not measured: a 5-piece molecular cluster, C30H74BIN4O5 overall, with ωB97M-V/def2-TZVPD.

Computed properties:
Structure (SMILES) = CCCB(I)CCCCCCCCCCOC.COC[C@@H](C)N.COC[C@@H](C)N.COC[C@@H](C)N.COC[C@@H](C)N
Net charge = 0
Calculated total energy = -2105.12546 Ha
Multiplicity = 1
Gap between HOMO and LUMO = 9.8 eV
Lowest unoccupied orbital energy = 0.021 hartree
Max |F| = 0.53 eV/A

```
115
Properties=species:S:1:pos:R:3:forces:R:3:lowdin_charge:R:1
C 8.15180 -4.72788 4.32117 0.028 0.002 0.005 -0.11
C 7.75897 -3.89199 3.10501 0.041 0.019 0.032 -0.26
C 8.99581 -3.32910 2.34556 -0.003 -0.024 0.100 -0.22
B 9.12682 -1.77768 2.48405 0.058 -0.005 -0.058 -0.82
I 10.85716 -1.01223 3.50007 0.060 0.041 0.053 0.87
C 8.06651 -0.78676 1.91796 -0.194 0.116 0.076 -0.21
C 8.09878 0.69426 2.30005 0.067 0.073 0.058 -0.26
C 6.84984 1.46510 1.83109 -0.023 -0.137 -0.054 -0.20
C 5.89422 1.88998 2.96281 -0.011 0.058 0.022 -0.20
C 4.40297 1.65049 2.66019 0.004 0.104 0.028 -0.22
C 3.84294 0.48112 3.47050 0.038 -0.013 -0.024 -0.20
C 2.40155 0.04051 3.15537 -0.049 0.141 0.152 -0.20
C 1.94452 0.27428 1.71544 -0.081 0.002 0.056 -0.19
C 0.66509 -0.46759 1.30246 -0.061 -0.061 -0.053 -0.17
C 0.52993 -1.88857 1.80741 -0.105 0.048 -0.056 -0.26
O 1.63794 -2.65162 1.35927 0.045 -0.049 -0.064 -0.19
C 1.35839 -4.02635 1.25814 0.016 -0.011 0.104 -0.12
H 7.30935 -5.32028 4.68185 -0.002 0.061 0.042 0.07
H 8.96397 -5.41644 4.07870 -0.057 -0.017 -0.012 0.07
H 8.49267 -4.09130 5.14028 0.047 -0.031 -0.020 0.08
H 7.14704 -4.49278 2.43037 0.041 0.018 -0.013 0.10
H 7.12156 -3.07227 3.44826 -0.095 -0.068 -0.077 0.09
H 8.90608 -3.55333 1.27553 -0.038 0.012 0.023 0.11
H 9.89196 -3.84023 2.70036 -0.008 -0.015 -0.093 0.07
H 8.10574 -0.88115 0.82141 0.007 -0.059 0.031 0.13
H 7.07893 -1.19592 2.18143 0.033 -0.037 -0.061 0.11
H 8.18146 0.77013 3.38810 0.051 0.057 -0.031 0.09
H 9.00680 1.15349 1.90209 -0.007 -0.057 0.011 0.10
H 6.29401 0.82961 1.13348 0.041 0.016 -0.004 0.10
H 7.15451 2.34093 1.25357 -0.067 0.003 0.020 0.11
H 6.05100 2.94520 3.19930 0.079 -0.038 -0.001 0.11
H 6.16498 1.34278 3.87190 -0.066 0.003 -0.007 0.10
H 3.82678 2.55653 2.87317 -0.047 -0.053 0.012 0.11
H 4.28394 1.46194 1.59122 -0.020 0.032 0.025 0.09
H 3.89785 0.76916 4.52571 0.050 -0.129 0.020 0.11
H 4.52010 -0.37500 3.36380 -0.011 0.037 -0.128 0.11
H 2.30860 -1.01915 3.40042 0.073 0.010 0.009 0.10
H 1.71988 0.56779 3.83371 0.305 -0.324 -0.290 0.06
H 2.74451 0.02475 1.01416 0.010 -0.154 0.091 0.11
H 1.75426 1.34425 1.58579 0.094 0.021 -0.112 0.11
H 0.63525 -0.52507 0.21145 -0.099 0.109 -0.005 0.11
H -0.22871 0.08266 1.61437 0.175 -0.054 0.009 0.08
H 0.47379 -1.92941 2.90497 0.001 -0.027 -0.016 0.11
H -0.40752 -2.31015 1.42120 0.045 0.017 -0.072 0.11
H 0.92236 -4.42207 2.18528 0.031 0.016 -0.028 0.09
H 2.29981 -4.54195 1.06848 -0.045 0.015 -0.020 0.09
H 0.66381 -4.23289 0.43260 0.002 0.019 0.051 0.08
C -1.02597 -2.20771 -2.32055 -0.013 0.027 -0.023 -0.05
C -2.34595 -2.24377 -1.55845 0.012 -0.030 0.009 -0.42
C -3.60380 -2.19242 -2.43274 -0.017 -0.025 0.056 -0.20
O -3.87749 -0.91978 -2.98130 -0.033 0.065 -0.014 -0.20
C -3.27093 -0.62661 -4.22617 -0.002 0.106 0.037 -0.10
N -2.34550 -1.17989 -0.55390 -0.060 -0.150 0.030 0.06
H -0.78671 -1.19387 -2.64431 -0.042 0.024 -0.026 0.07
H -0.21360 -2.53865 -1.67277 0.004 0.032 0.011 0.07
H -1.05192 -2.85462 -3.19953 -0.007 -0.007 0.009 0.08
H -2.39746 -3.19846 -1.02203 -0.011 -0.011 -0.021 0.13
H -4.45781 -2.41313 -1.78587 -0.028 -0.020 -0.037 0.12
H -3.57805 -2.95536 -3.22262 0.071 0.029 -0.006 0.12
H -3.30168 -1.48927 -4.89990 0.001 -0.010 0.013 0.09
H -2.23852 -0.28782 -4.11351 0.041 -0.083 0.002 0.08
H -3.84241 0.18862 -4.66618 0.033 -0.012 -0.062 0.07
H -3.16603 -1.27590 0.03782 0.002 0.002 0.020 0.07
H -2.45232 -0.28877 -1.03160 0.175 -0.143 -0.082 0.03
C -2.27820 2.08589 0.18456 -0.089 0.105 0.123 -0.06
C -2.74852 2.92538 -0.99897 0.205 -0.111 0.007 -0.42
C -4.17169 3.47790 -0.88138 -0.001 0.034 -0.030 -0.20
O -5.20013 2.52827 -1.08072 0.015 -0.056 -0.019 -0.18
C -5.49991 1.70569 0.02488 -0.040 0.051 -0.001 -0.10
N -2.53782 2.14082 -2.21930 -0.227 0.001 -0.092 0.06
H -2.69126 1.07913 0.13665 -0.010 0.190 0.168 0.03
H -1.19352 1.98689 0.16632 -0.007 -0.048 -0.027 0.08
H -2.55843 2.52282 1.14532 0.007 0.044 -0.013 0.07
H -2.09348 3.80150 -1.05619 -0.036 0.029 -0.015 0.14
H -4.31528 4.21668 -1.67386 -0.015 -0.001 0.012 0.12
H -4.30818 3.99053 0.08152 0.019 -0.042 0.017 0.12
H -5.43740 2.27067 0.96249 -0.013 -0.008 0.004 0.08
H -4.83975 0.83513 0.08621 0.016 0.013 0.013 0.07
H -6.52283 1.35386 -0.10170 0.004 -0.011 0.001 0.09
H -2.67958 2.72501 -3.03785 0.075 0.010 0.002 0.08
H -3.27306 1.43637 -2.27459 0.036 -0.014 0.006 0.05
C -6.40240 1.40390 -9.35373 -0.018 0.004 -0.014 -0.07
C -6.14938 0.54378 -8.11970 0.016 -0.029 -0.088 -0.43
C -5.39798 1.25552 -6.99043 -0.069 -0.021 0.109 -0.21
O -4.01387 1.44660 -7.20546 0.020 -0.063 -0.055 -0.20
C -3.66706 2.52565 -8.04954 0.035 0.036 0.068 -0.11
N -5.50592 -0.70471 -8.53179 0.032 0.011 0.084 0.04
H -5.51070 1.47617 -9.97708 0.006 0.013 0.022 0.06
H -7.18518 0.95379 -9.96292 0.019 -0.015 -0.013 0.08
H -6.71500 2.41349 -9.08124 -0.002 -0.002 0.002 0.08
H -7.12491 0.27851 -7.69825 0.006 0.023 0.024 0.14
H -5.46095 0.62229 -6.10222 0.000 0.019 0.010 0.11
H -5.88000 2.21249 -6.74609 0.004 0.014 -0.064 0.12
H -4.34019 3.37644 -7.89986 0.003 0.005 -0.010 0.09
H -3.68031 2.24752 -9.10604 -0.032 0.007 0.004 0.08
H -2.65408 2.82730 -7.78610 -0.003 0.004 -0.001 0.09
H -5.47017 -1.35017 -7.74958 -0.035 -0.015 -0.015 0.07
H -4.53650 -0.50711 -8.76283 -0.015 -0.003 -0.038 0.07
C -3.18933 1.00077 5.92111 -0.005 -0.004 0.016 -0.07
C -3.40893 0.75894 4.43176 -0.034 0.055 0.021 -0.43
C -2.16747 0.27924 3.67372 -0.005 -0.092 -0.079 -0.21
O -1.18679 1.26775 3.43574 -0.061 0.174 0.102 -0.20
C -0.32506 1.55627 4.51774 -0.113 0.138 0.038 -0.10
N -4.00650 1.95485 3.83441 0.029 -0.036 -0.064 0.05
H -2.69329 1.95542 6.09872 0.021 -0.013 -0.013 0.07
H -4.14874 1.03540 6.43576 -0.002 0.027 -0.007 0.08
H -2.58510 0.21042 6.36990 -0.001 -0.004 0.000 0.08
H -4.14237 -0.04896 4.33262 0.024 -0.021 -0.002 0.14
H -2.48665 -0.04419 2.67854 0.041 -0.020 -0.028 0.11
H -1.71485 -0.58821 4.17478 -0.011 0.016 0.046 0.12
H -0.09383 0.65204 5.09108 0.005 0.017 0.011 0.10
H -0.74310 2.30536 5.19476 -0.058 -0.024 0.015 0.08
H 0.59890 1.95044 4.09580 -0.177 0.116 0.068 0.08
H -4.28864 1.75394 2.88033 -0.022 -0.006 0.009 0.04
H -3.28655 2.66807 3.75685 -0.018 0.017 0.039 0.07
```
Positions in Å, forces in eV/Å.

---

Entry 3:
Computed, not measured: O4SSn as an isolated structure, with ωB97M-V/def2-TZVPD.

Computed properties:
Net charge = +1
Calculated total energy = -912.98667 Ha
Multiplicity = 2
Gap between HOMO and LUMO (spin up / spin down) = 6.5 / 6.0 eV
<S²> = 0.76
Lowest unoccupied orbital energy (spin up / spin down) = -0.322 / -0.322 hartree
Max |F| = 3.85 eV/A

```
6
Properties=species:S:1:pos:R:3:forces:R:3:lowdin_charge:R:1
Sn -2.00875 -1.95274 0.70458 2.551 2.777 -0.770 1.75
S 0.40370 0.42418 -0.15090 -0.003 -1.584 1.745 0.21
O -1.04213 0.49991 -0.33008 -3.147 -1.227 0.415 -0.42
O 0.67329 -0.71265 0.77284 -1.272 -1.179 0.391 -0.37
O 1.02599 0.10902 -1.41394 1.283 0.439 -1.396 -0.09
O 0.94791 1.63226 0.41749 0.588 0.773 -0.386 -0.08
```
Positions in Å, forces in eV/Å.

---

Entry 4:
Computed, not measured: the molecule C5H12N2O, with ωB97M-V/def2-TZVPD.

Computed properties:
Structure (SMILES) = [H]/N=C\[N@+](C)([O-])C(C)C
Net charge = 0
Calculated total energy = -382.29913 Ha
Multiplicity = 1
Gap between HOMO and LUMO = 8.7 eV
Lowest unoccupied orbital energy = 0.029 hartree
Max |F| = 4.41 eV/A

```
20
Properties=species:S:1:pos:R:3:forces:R:3:lowdin_charge:R:1
C -0.60372 -0.24209 0.69590 2.683 1.148 1.047 -0.26
C 1.70584 -0.67283 -0.75305 0.197 -0.045 0.160 -0.02
C -1.71774 0.76107 0.80212 0.174 0.096 -0.360 -0.06
C -1.04704 -1.67767 0.65689 0.198 0.073 -0.579 -0.06
N 0.54641 0.20031 -0.60376 -3.748 -2.111 0.979 -0.32
C 0.75213 1.58791 -0.82658 0.608 1.375 0.786 -0.23
O -0.50266 -0.18524 -1.46642 0.507 -0.092 -2.323 -0.27
N 1.80733 2.26991 -0.68974 -0.267 -0.283 0.003 0.15
H 0.13547 -0.08131 1.48592 -0.347 -0.139 0.570 0.13
H 2.61150 1.74595 -0.35092 0.006 -0.197 -0.137 0.04
H -0.16131 2.09917 -1.10488 -0.086 -0.316 -0.209 0.12
H 2.02229 -0.64083 -1.79665 -0.069 0.121 0.051 0.11
H 2.51730 -0.35726 -0.09703 0.054 -0.015 0.041 0.09
H 1.43020 -1.70137 -0.51934 -0.106 0.271 -0.001 0.08
H -2.22817 0.58345 1.75296 0.053 -0.072 -0.045 0.09
H -2.42178 0.64409 -0.01831 0.023 -0.002 0.013 0.09
H -1.34856 1.78517 0.82370 -0.021 0.004 0.012 0.08
H -0.21436 -2.36839 0.55419 0.021 -0.048 -0.020 0.07
H -1.53408 -1.90731 1.61120 0.084 0.217 -0.006 0.10
H -1.74905 -1.84272 -0.15620 0.035 0.015 0.017 0.09
```
Positions in Å, forces in eV/Å.